38
Properties=species:S:1:pos:R:3:forces:R:3 method="wB97M-V/def2-TZVPD" largest_force_ev_per_a=5.0 e_tot_ev=-36239.6234 smiles="O=C(NCCCCN=C=S)Nc1ccc2c(c1)OCCO2" e_above_lowest_kj_mol=372.0 molar_mass_g_mol=307.4 gap_ev=7.9 e_homo_ha=-0.2708
O 1.1452 0.3268 -2.1745 0.254 -0.389 -0.262
C 0.9774 -0.4431 -1.2224 0.126 3.988 -2.485
N 1.4754 -1.6742 -1.2593 -0.327 -2.129 2.588
C 2.2173 -2.2973 -2.3347 -0.787 -0.163 -0.422
C 1.4474 -3.4053 -3.0610 -2.144 0.036 2.197
C 1.1867 -4.6630 -2.0801 0.378 2.076 -0.394
C -0.2108 -4.5508 -1.3666 1.893 4.211 0.273
N -0.2076 -3.7981 -0.0651 0.545 -0.745 -0.641
C -0.5172 -3.6940 1.0776 0.442 -0.640 -2.613
S -0.9173 -3.4979 2.5480 -0.495 0.408 2.147
N 0.3081 0.0956 -0.1506 -0.581 -1.998 1.768
C -0.0695 1.4364 0.1555 1.223 1.315 0.308
C 0.3302 2.6766 -0.4607 -0.815 -1.084 -0.940
C -0.1523 3.9162 -0.0767 -2.391 -1.935 3.962
C -1.0235 3.9624 1.0838 1.238 -0.975 0.041
C -1.2765 2.7165 1.8611 1.246 3.205 -2.953
C -0.7037 1.5565 1.3916 -0.585 -0.927 0.544
O -1.9758 2.7035 2.9982 -0.334 1.089 0.138
C -2.3938 4.0244 3.3946 1.708 0.580 0.930
C -1.5138 5.2454 2.9566 2.142 -4.250 -1.152
O -1.3732 5.2487 1.5380 -0.816 -0.770 -0.335
H 1.3663 -2.2539 -0.3994 0.155 0.734 -1.215
H 2.6164 -1.6033 -3.0509 -0.232 0.773 -0.050
H 3.0548 -2.7445 -1.8709 1.178 -0.570 0.475
H 1.8971 -3.5887 -4.0060 0.577 -0.729 -0.628
H 0.4092 -3.0252 -3.2723 1.014 -0.126 -0.118
H 2.0238 -4.7483 -1.3476 -0.727 0.262 -0.199
H 1.2745 -5.5823 -2.6359 -0.542 -0.383 -0.282
H -0.4915 -5.4853 -1.1890 -1.661 -3.906 1.037
H -0.9786 -3.9905 -1.9100 0.401 -0.454 -0.526
H -0.0695 -0.5963 0.5279 0.464 0.965 -0.611
H 0.8813 2.7338 -1.3718 0.496 -0.768 -0.408
H 0.0910 4.8418 -0.5120 0.410 0.783 -0.716
H -0.7786 0.7046 2.0962 -0.137 0.281 -0.725
H -3.3930 4.2648 3.0880 -0.695 -0.375 -0.123
H -2.2503 3.9479 4.4659 -0.751 0.367 0.392
H -0.4510 5.1540 3.2885 -0.825 -0.001 0.556
H -1.9548 6.0859 3.3459 -1.045 2.243 0.440